(a)
The following is a quantum chemistry calculation of the ion C5H10N3O with charge +1, from the OMol25 dataset.

Geometry as XYZ:
```
19
Properties=species:S:1:pos:R:3:lowdin_charge:R:1
C 0.75560 2.46922 0.44390 -0.05
O 0.16170 1.20422 0.64341 -0.16
C -0.06079 0.47458 -0.52274 -0.37
C -1.46447 0.62319 -1.09790 0.01
N 0.16981 -0.90006 -0.09024 0.01
C -0.22908 -1.57931 0.97179 0.03
N 0.16067 -2.90191 0.85331 0.16
C 0.74742 -2.94237 -0.35772 -0.13
N 0.89671 -1.79819 -0.86038 0.18
H 0.77217 2.97240 1.47344 0.13
H 0.23982 3.10040 -0.23396 0.07
H 1.73948 2.11870 -0.05303 0.13
H 0.73785 0.66849 -1.18755 0.14
H -2.16819 0.12950 -0.39980 0.09
H -1.77434 1.76101 -1.20011 0.14
H -1.59751 0.19087 -2.09790 0.09
H -0.95823 -1.18613 1.68502 0.18
H 0.05331 -3.54204 1.65229 0.20
H 1.33385 -3.81197 -0.55897 0.15
```

Summary:
Total charge: +1
SMILES string: CO[C@H](C)[n+]1c[nH]cn1
Lowest unoccupied orbital energy, eV: -3.78
Orbital gap, eV: 10.34

(b)
The following is a quantum chemistry calculation of a cluster of 2 separate species, C5H10N3O in total, from the OMol25 dataset.

Geometry as XYZ:
```
19
Properties=species:S:1:pos:R:3:lowdin_charge:R:1
C 1.45523 2.88888 -0.39273 -0.26
C -0.05195 -1.74245 1.06571 -0.01
C -1.77842 0.10675 0.52545 -0.01
C -0.77841 -1.22593 -1.28534 -0.01
C -0.85989 -0.99401 0.14152 -0.25
N 0.33638 3.06327 -0.53552 0.20
N 2.60906 2.19259 -0.23093 0.05
N 2.46022 0.91834 0.19643 0.01
O 1.34621 0.44401 0.04609 -0.05
H -0.26436 -1.49000 2.16483 0.14
H -0.10585 -2.85784 1.12582 0.14
H 0.93428 -1.42930 0.79601 0.09
H -2.78702 -0.52204 0.53213 0.19
H -1.88129 0.99046 -0.15068 0.11
H -1.66643 0.54798 1.48003 0.08
H -0.89595 -0.17205 -1.72772 0.14
H 0.09090 -1.69862 -1.58625 0.08
H -1.72703 -1.63026 -1.82055 0.18
H 3.56433 2.61025 -0.34430 0.19
```

Summary:
Total charge: +1
Lowest unoccupied orbital energy, eV: -5.64
Orbital gap, eV: 8.81

(c)
The following is a quantum chemistry calculation of the ion C5H10N3O with charge +1, from the OMol25 dataset.

Geometry as XYZ:
```
19
Properties=species:S:1:pos:R:3:lowdin_charge:R:1
C 1.97187 0.16937 -0.55973 -0.04
C 1.01574 0.74268 0.53452 -0.13
C -0.39983 0.42315 0.17335 -0.15
N -1.23205 1.23412 -0.34516 0.17
C -2.56734 1.00960 -0.55501 -0.11
N -3.18370 -0.00279 -0.03379 0.09
N -2.49039 -0.78688 0.69632 0.06
C -1.02846 -0.91620 0.36319 -0.29
O -0.91198 -1.66709 -0.82372 0.03
H 1.97781 -0.81509 -0.39777 0.02
H 2.96011 0.59227 -0.53443 0.09
H 1.55462 0.49177 -1.53337 0.11
H 1.09286 1.90647 0.56672 0.16
H 1.31295 0.33437 1.55074 0.15
H -0.99839 2.16352 -0.57024 0.17
H -3.07685 1.79259 -1.22101 0.17
H -2.97574 -1.50971 1.22360 0.17
H -0.47607 -1.46889 1.15804 0.17
H -0.00028 -2.10576 -0.85076 0.15
```

Summary:
Total charge: +1
SMILES string: CCC1=[NH+]C=NN[C@H]1O
Lowest unoccupied orbital energy (spin up / spin down), eV: -4.79 / -4.79
Orbital gap (spin up / spin down), eV: 8.78 / 8.78

(a) ends up most stable, edging out the next structure by 0.475 eV.

(a)
The following is a quantum chemistry calculation of the molecule C3H5FOS, from the OMol25 dataset.

Geometry as XYZ:
```
11
Properties=species:S:1:pos:R:3:lowdin_charge:R:1
C 1.22161 -0.98288 -1.05963 0.03
C 0.75702 -0.92251 0.14255 -0.55
C -0.82585 1.39276 0.55256 -0.21
O -1.98314 -1.00958 -0.22351 -0.52
F 1.55197 -0.96016 1.16631 0.04
S -1.03682 -0.56063 0.73208 0.91
H 0.54247 -1.16047 -1.92612 0.09
H 2.25663 -1.31631 -1.12046 0.08
H -1.86325 1.64302 0.40508 0.01
H -0.18524 1.93093 -0.15739 0.04
H -0.43541 1.94583 1.48854 0.07
```

Summary:
Lowest unoccupied orbital energy, eV: 0.86
Orbital gap, eV: 10.41

(b)
The following is a quantum chemistry calculation of a structure of composition C3H5FOS, from the OMol25 dataset.

Geometry as XYZ:
```
11
Properties=species:S:1:pos:R:3:lowdin_charge:R:1
C -0.60729 -0.00389 -1.14019 0.01
C -0.77993 0.20772 0.42032 -0.21
C 1.54798 -0.19034 0.94416 -0.75
H -0.05516 -1.25844 -1.15309 0.20
H -0.01284 0.89664 -1.78974 0.15
H -0.88306 1.28161 0.81857 0.14
H -1.63017 -0.26325 0.98244 0.14
H 2.05539 -1.03285 1.37099 0.08
O 0.31207 -0.44392 1.09922 -0.17
F -2.19197 -0.31566 -1.79644 -0.26
S 2.24499 1.12238 0.24375 0.67
```

Summary:
Lowest unoccupied orbital energy, eV: 0.06
Orbital gap, eV: 9.43

(a) ends up most stable, edging out the next structure by 1.058 eV.

(a)
The following is a quantum chemistry calculation of the molecule C3H5FOS, from the OMol25 dataset.

Geometry as XYZ:
```
11
Properties=species:S:1:pos:R:3:lowdin_charge:R:1
F 1.37418 2.48364 0.70038 -0.11
C 1.49723 1.10327 1.10874 -0.08
C 0.27941 0.51956 0.19143 -0.22
O 0.50567 -0.88653 0.24845 -0.16
C -0.40117 -1.54002 -0.49531 -0.83
S -1.73754 -1.01550 -0.96086 0.82
H 2.45010 0.61049 0.91132 0.11
H 1.09730 1.02094 2.23070 0.15
H -0.62154 0.82337 0.57453 0.06
H 0.38763 0.74447 -0.92374 0.14
H -0.17867 -2.70865 -0.53919 0.12
```

Summary:
SMILES string: FCCOC=S
Lowest unoccupied orbital energy, eV: 0.49
Orbital gap, eV: 9.69

(b)
The following is a quantum chemistry calculation of a structure of composition C3H5FOS, from the OMol25 dataset.

Geometry as XYZ:
```
11
Properties=species:S:1:pos:R:3:lowdin_charge:R:1
C 0.12748 -0.78232 0.85490 -0.23
C -0.30167 0.81071 -0.81575 -0.23
C 0.86617 -0.00159 -0.30748 -0.46
O -2.44073 -0.04413 0.82438 -0.53
F 2.06673 0.42066 0.19219 -0.01
S -1.40736 -0.51574 -0.09071 0.93
H 0.54897 -1.79238 0.98531 0.10
H -0.01267 -0.15468 1.73510 0.10
H -0.22240 1.79465 -0.40316 0.10
H -0.40381 1.01545 -1.87309 0.08
H 1.17929 -0.75063 -1.10169 0.16
```

Summary:
Lowest unoccupied orbital energy, eV: 0.72
Orbital gap, eV: 10.01

(c)
The following is a quantum chemistry calculation of the molecule C3H5FOS, from the OMol25 dataset.

Geometry as XYZ:
```
11
Properties=species:S:1:pos:R:3:lowdin_charge:R:1
C -1.19602 -1.49585 -0.76654 0.07
C -0.00854 -1.33243 -0.23130 -0.57
C 0.94220 1.02062 0.81213 -0.24
O -1.32215 -0.27328 1.95988 -0.59
F 1.14471 -1.73114 -0.79935 0.01
S 0.30163 -0.60073 1.39425 1.03
H -2.04525 -1.14408 -0.20310 0.06
H -1.34893 -1.97247 -1.71765 0.08
H 0.94811 1.06949 -0.27012 0.05
H 1.95168 1.11860 1.20213 0.04
H 0.29714 1.78583 1.23020 0.05
```

Summary:
Lowest unoccupied orbital energy, eV: 0.66
Orbital gap, eV: 10.10

(b) ends up most stable, edging out the next structure by 0.139 eV.

(a)
The following is a quantum chemistry calculation of a structure of composition C32H43CaI2N3O3PSb2Te, from the OMol25 dataset.

Geometry as XYZ:
```
88
Properties=species:S:1:pos:R:3:lowdin_charge:R:1
Ca 0.03628 0.94830 0.35513 0.88
C -4.17958 1.94939 2.27619 -0.03
C -3.90296 2.17221 3.61404 -0.03
C -2.63326 1.90249 4.09061 0.01
C -1.66151 1.42249 3.21906 -0.21
N -1.92443 1.23746 1.91678 -0.01
C -3.15619 1.48976 1.46907 -0.18
C -0.29538 1.04028 3.68806 -0.22
C 0.08612 1.13869 5.01940 0.01
C 1.35288 0.71431 5.38020 -0.01
C 2.18902 0.17707 4.42228 0.01
C 1.73825 0.10006 3.10977 -0.28
N 0.53122 0.54768 2.76185 0.03
C 2.56751 -0.48216 2.01789 -0.26
C 3.80469 -1.06311 2.26010 0.01
C 4.54663 -1.54504 1.19507 -0.03
C 4.03334 -1.44085 -0.08550 -0.03
C 2.78283 -0.86862 -0.23806 -0.13
N 2.05902 -0.41100 0.78073 0.00
H -5.15817 2.13585 1.85794 0.12
H -4.66685 2.54655 4.28207 0.12
H -2.40811 2.06223 5.13367 0.11
H -3.32800 1.32548 0.41238 0.05
H -0.58075 1.53711 5.76779 0.11
H 1.68134 0.79426 6.40754 0.12
H 3.17557 -0.16012 4.69925 0.11
H 4.20192 -1.13600 3.26076 0.11
H 5.51829 -1.98823 1.36629 0.12
H 4.58394 -1.78801 -0.94793 0.11
H 2.34283 -0.75534 -1.22225 0.07
I -2.36008 2.52495 -2.24032 0.84
C -1.32305 4.30579 -1.73033 -1.13
I -1.17639 4.64856 0.34869 0.81
H -1.86816 5.12583 -2.17962 -0.03
H -0.31087 4.21187 -2.10253 -0.06
C -0.63743 -0.76575 -4.36646 -0.32
Sb -0.64965 -0.99908 -2.24233 1.23
C -2.77428 -1.21855 -2.04425 -0.32
C -0.04798 -3.09802 -2.19836 -0.31
C -1.18526 -4.04064 -1.96932 -0.31
C -1.94932 -4.44987 -3.06367 -0.07
C -3.06494 -5.25399 -2.91322 -0.08
C -3.43850 -5.67057 -1.64214 -0.08
C -2.67569 -5.29345 -0.55100 -0.05
C -1.54312 -4.48875 -0.68736 -0.28
C -0.74368 -4.15070 0.53772 -0.32
Sb -1.11220 -2.17469 1.34238 1.33
C -0.35887 -2.63454 3.29465 -0.31
C -3.17775 -2.49385 1.80540 -0.31
H -1.28297 -1.51865 -4.81742 0.01
H 0.37701 -0.88505 -4.74466 0.00
H -0.99598 0.22705 -4.63317 -0.01
H -3.08464 -2.21215 -2.36583 0.01
H -3.26445 -0.47558 -2.67441 -0.02
H -3.08939 -1.06831 -1.01146 -0.03
H 0.73833 -3.18910 -1.45050 0.03
H 0.40270 -3.27193 -3.17663 0.06
H -1.65536 -4.12429 -4.05597 0.11
H -3.63533 -5.55727 -3.78101 0.11
H -4.30627 -6.30133 -1.50322 0.11
H -2.94974 -5.64548 0.43719 0.11
H 0.33026 -4.23114 0.36287 0.06
H -0.99451 -4.84139 1.34379 0.06
H -0.79454 -3.57629 3.62677 0.01
H -0.62524 -1.84980 4.00235 0.00
H 0.72615 -2.73337 3.26966 0.00
H -3.27705 -3.35320 2.46822 0.01
H -3.73705 -2.68865 0.89082 0.00
H -3.59454 -1.61498 2.29727 -0.01
C 2.08664 6.78177 -2.01865 -0.06
C 2.76132 5.59394 -1.37799 -0.29
O 1.89330 4.45331 -1.54401 -0.35
P 2.25070 3.04517 -0.85897 0.02
O 1.05600 2.17075 -1.19960 -0.63
Te 2.73405 3.20636 1.42494 0.48
O 3.55089 2.54347 -1.64704 -0.30
C 3.49541 2.39666 -3.08399 -0.25
C 3.13098 0.98126 -3.47749 -0.07
H 2.71331 7.66744 -1.91469 0.08
H 1.13029 6.98242 -1.53419 0.07
H 1.91475 6.60867 -3.08125 0.08
H 2.92423 5.75173 -0.30991 0.07
H 3.72412 5.37461 -1.84522 0.12
H 4.49204 2.65579 -3.43822 0.12
H 2.78517 3.11467 -3.49887 0.11
H 3.84762 0.27382 -3.05797 0.08
H 3.15460 0.88446 -4.56426 0.09
H 2.12794 0.73689 -3.12532 0.04
```

Summary:
Total charge: +1
Lowest unoccupied orbital energy, eV: -3.00
Orbital gap, eV: 6.45

(b)
The following is a quantum chemistry calculation of a structure of composition C32H43CaI2N3O3PSb2Te, from the OMol25 dataset.

Geometry as XYZ:
```
88
Properties=species:S:1:pos:R:3:lowdin_charge:R:1
Ca 0.24187 0.27667 -0.37844 0.81
C 1.13591 4.80352 -1.80022 -0.05
C 1.70326 4.53059 -3.03347 -0.03
C 1.53647 3.27382 -3.59123 0.01
C 0.81878 2.31551 -2.88898 -0.21
N 0.30634 2.56700 -1.67743 0.01
C 0.45010 3.78512 -1.16232 -0.21
C 0.54369 0.95209 -3.44411 -0.20
C 1.01736 0.53310 -4.67719 0.02
C 0.69963 -0.74205 -5.11350 -0.01
C -0.06519 -1.56970 -4.31333 0.01
C -0.48411 -1.09015 -3.08093 -0.21
N -0.19495 0.14639 -2.67467 0.04
C -1.20509 -1.96061 -2.09947 -0.22
C -1.90451 -3.08749 -2.49782 0.00
C -2.46699 -3.90838 -1.53202 -0.03
C -2.31132 -3.58405 -0.19656 -0.02
C -1.62225 -2.42579 0.11669 -0.12
N -1.09271 -1.62154 -0.80407 -0.01
H 1.22100 5.77701 -1.33752 0.11
H 2.26011 5.29070 -3.56509 0.12
H 1.95562 3.05796 -4.56233 0.11
H 0.00357 3.94868 -0.18754 0.04
H 1.63043 1.17484 -5.29114 0.11
H 1.06275 -1.09421 -6.06967 0.12
H -0.29384 -2.57752 -4.62688 0.12
H -2.01878 -3.32087 -3.54663 0.12
H -3.01783 -4.79271 -1.82364 0.12
H -2.71844 -4.20336 0.58947 0.12
H -1.48538 -2.12767 1.15056 0.09
I 3.27000 2.01988 0.40876 0.90
C 3.37052 3.95972 1.24502 -1.13
I 1.58394 4.60002 2.19569 0.79
H 3.58211 4.65893 0.44630 -0.04
H 4.15389 3.96582 1.99186 -0.04
C -3.86474 2.77566 -1.24688 -0.32
Sb -2.56714 1.57289 -0.05894 1.33
C -4.00591 0.05187 0.38149 -0.31
C -2.72867 2.75168 1.77717 -0.30
C -3.31266 1.96753 2.91304 -0.30
C -4.69956 1.82398 2.97972 -0.08
C -5.30965 1.05620 3.95421 -0.08
C -4.52424 0.40979 4.89962 -0.08
C -3.15102 0.57422 4.86764 -0.06
C -2.51979 1.35551 3.89533 -0.28
C -1.03485 1.54378 3.98816 -0.32
Sb 0.22978 0.24942 2.76965 1.19
C 1.93178 0.64280 3.98275 -0.34
C -0.45168 -1.53242 3.73193 -0.33
H -4.82037 2.86252 -0.73270 0.01
H -4.01480 2.31105 -2.21982 0.01
H -3.43625 3.76604 -1.39219 0.00
H -5.00283 0.47578 0.48052 0.01
H -3.74682 -0.44990 1.31368 0.01
H -3.99709 -0.67291 -0.43347 0.00
H -3.36123 3.60429 1.52660 0.07
H -1.72835 3.12318 1.99497 0.02
H -5.30996 2.33467 2.24228 0.11
H -6.38741 0.96754 3.98131 0.11
H -4.97974 -0.19474 5.67236 0.11
H -2.54208 0.10858 5.63436 0.11
H -0.70776 1.32176 5.00508 0.06
H -0.73424 2.56920 3.76976 0.03
H 1.71572 0.25680 4.97833 0.01
H 2.08136 1.71954 4.03418 -0.02
H 2.81825 0.16406 3.57511 -0.04
H -0.16037 -1.48481 4.78063 0.02
H -0.00855 -2.41286 3.27094 -0.03
H -1.53946 -1.58051 3.67031 0.00
C 6.15157 -2.62462 -0.91084 -0.08
C 5.21365 -1.50660 -1.29284 -0.29
O 3.93745 -2.05590 -1.69648 -0.28
P 2.62761 -1.81440 -0.82113 0.05
O 2.07051 -0.41677 -1.07832 -0.67
Te 2.86847 -2.25363 1.46418 0.49
O 1.62916 -2.78732 -1.59167 -0.30
C 1.94484 -4.10226 -2.10714 -0.25
C 2.47228 -5.08421 -1.08811 -0.09
H 7.14346 -2.22066 -0.70382 0.08
H 6.23767 -3.34400 -1.72555 0.08
H 5.79381 -3.14010 -0.01992 0.05
H 5.58037 -0.94437 -2.15069 0.12
H 5.06832 -0.81097 -0.46280 0.07
H 2.64920 -3.97114 -2.92968 0.12
H 0.99662 -4.45371 -2.51559 0.11
H 3.43333 -4.77462 -0.68180 0.05
H 2.60726 -6.04687 -1.58503 0.09
H 1.77880 -5.21133 -0.25807 0.07
```

Summary:
Total charge: +1
Lowest unoccupied orbital energy, eV: -2.91
Orbital gap, eV: 6.49

(a) ends up most stable, edging out the next structure by 0.704 eV.